1.
Formula: C40H49N8O7SSn
Source: the OMol25 dataset
Level of theory: ωB97M-V with the def2-TZVPD basis set

Cartesian coordinates (Å):
1 H -1.924 -4.638 -2.106
2 H -0.280 5.581 -0.747
3 H 3.410 -7.030 4.485
4 H -4.558 3.569 -6.246
5 C -2.600 -2.622 -2.107
6 C -2.350 3.412 -4.310
7 H -2.401 0.117 2.967
8 H -3.507 -2.939 -2.633
9 N -4.989 -0.440 0.821
10 C 4.450 0.771 -2.361
11 H 0.408 3.468 1.364
12 C 0.886 2.159 4.051
13 N -2.253 -1.291 -2.521
14 C 1.137 -4.673 4.133
15 H 2.279 -3.496 -2.286
16 C 1.952 3.952 -0.023
17 C -3.558 3.213 -6.494
18 H -3.779 2.238 -0.310
19 H 2.443 -1.291 4.088
20 N 1.804 -0.237 1.691
21 C 1.801 -2.977 2.586
22 C 0.811 -3.594 3.324
23 H -2.324 4.477 -4.496
24 O -2.829 -0.172 0.332
25 N 1.913 2.595 -0.528
26 H -2.808 -2.573 -1.037
27 C -2.972 1.237 -5.070
28 H 4.339 -2.499 -3.158
29 H -1.202 1.041 3.872
30 H 0.304 -1.418 -1.743
31 C 0.688 4.319 0.740
32 C 4.012 -1.523 -2.823
33 C -1.500 -3.662 -2.343
34 O 1.008 0.073 -1.590
35 O 0.010 -1.764 1.069
36 N 1.034 1.518 2.895
37 H -3.897 0.391 4.767
38 H -5.949 -0.165 0.717
39 O -1.448 1.017 -1.793
40 H -3.418 0.588 -5.812
41 C -1.822 2.922 -3.137
42 H -3.547 2.708 4.390
43 C -2.587 2.239 2.854
44 C 1.237 1.632 5.275
45 C -2.937 2.589 -5.285
46 C -1.273 3.851 -2.179
47 C -2.268 0.974 3.639
48 H -5.441 1.621 -0.519
49 H 0.371 -5.158 4.719
50 C -2.638 -0.706 -3.626
51 H 1.948 -6.823 5.460
52 C 3.181 0.963 -1.836
53 H 2.803 4.025 0.667
54 H -1.353 4.849 0.473
55 H 0.321 -4.381 -1.438
56 C -3.978 0.211 0.203
57 C 4.879 -0.453 -2.882
58 H 0.437 3.144 3.987
59 Sn -0.145 0.997 0.297
60 H -1.796 -0.651 -1.844
61 N -3.057 0.951 4.866
62 H 0.894 5.174 1.389
63 O 2.264 -2.151 0.217
64 H 3.440 -5.976 5.888
65 C 2.888 2.257 -1.271
66 H 3.857 -2.933 2.041
67 H 6.274 -1.396 -4.210
68 C 3.109 -3.431 2.639
69 C 2.692 -1.376 -2.367
70 N -0.851 3.572 -1.019
71 H 7.004 -0.775 -2.725
72 C 2.821 -6.314 5.057
73 H 6.521 0.344 -3.998
74 C 3.424 -4.507 3.444
75 C 6.248 -0.580 -3.489
76 C 2.227 -0.095 -1.899
77 O -2.177 2.445 1.740
78 S 1.456 -1.733 1.336
79 C -1.868 1.512 -2.865
80 H -1.293 4.897 -2.524
81 H -4.161 1.215 -1.674
82 C 2.442 -5.144 4.200
83 H -4.776 -1.226 1.414
84 H 2.113 4.664 -0.847
85 H 4.438 -4.871 3.491
86 C 1.982 -0.317 4.113
87 H -3.646 2.496 -7.304
88 H -1.213 -3.663 -3.394
89 H -0.204 -3.231 3.257
90 C -4.386 1.394 -0.625
91 C -0.259 -3.456 -1.474
92 C -0.485 4.664 -0.169
93 C 1.852 -2.499 -2.204
94 H 1.083 2.186 6.187
95 H 3.662 3.000 -1.515
96 H -2.974 4.063 -6.836
97 H -2.525 0.567 5.637
98 H -0.555 -3.191 -0.452
99 H -3.152 -1.315 -4.369
100 C 1.791 0.351 5.295
101 N 0.576 -2.396 -1.962
102 H 5.146 1.601 -2.354
103 C -2.470 0.663 -3.879
104 H 2.067 -0.113 6.231
105 O -3.356 3.095 3.500
106 C 1.599 0.296 2.901

- Orbital gap: 7.17 eV
- Total charge: +1
- Energy above the lowest of the compared OMol25 structures with the same formula, charge and spin: 1.025 eV

=====

2.
Formula: H18O9
Source: the OMol25 dataset
Level of theory: ωB97M-V with the def2-TZVPD basis set

Cartesian coordinates (Å):
1 O -1.426 1.917 -0.325
2 H 2.868 0.366 2.690
3 O -1.380 0.827 -2.872
4 H -0.759 -2.638 2.890
5 H 2.049 -0.056 -0.492
6 O -1.840 -1.080 -1.051
7 H -0.099 2.343 1.178
8 H 0.819 2.559 -1.195
9 O 1.164 -0.377 -0.233
10 H -1.455 -0.702 -0.251
11 H -1.357 -0.025 -2.380
12 H 0.062 -3.780 -0.828
13 H 1.703 -0.152 1.810
14 H -0.514 0.900 -3.332
15 O 1.328 2.230 -1.925
16 O -1.348 -2.631 2.130
17 H 1.249 -1.340 -0.198
18 H 2.146 2.740 -1.909
19 H -1.653 -1.713 2.116
20 O 0.598 2.768 1.637
21 H -1.227 -1.800 -1.290
22 O 0.251 -3.023 -0.252
23 H -1.245 1.515 -1.202
24 H -0.356 -3.115 0.516
25 H -2.383 1.918 -0.243
26 O 1.921 0.222 2.686
27 H 0.885 2.127 2.327

- Orbital gap: 10.49 eV
- Energy above the lowest of the compared OMol25 structures with the same formula, charge and spin: 1.484 eV

=====

3.
Formula: C43H44ClF2N4O6SiZr
Source: the OMol25 dataset
Level of theory: ωB97M-V with the def2-TZVPD basis set

Cartesian coordinates (Å):
1 H -0.913 -0.448 6.148
2 N -1.919 0.866 0.254
3 H -3.166 -2.647 -0.666
4 C -2.157 -3.029 -0.858
5 H 2.585 7.951 -0.408
6 C -3.154 -5.305 -0.271
7 H -4.172 -5.170 -0.646
8 H 2.950 2.386 2.325
9 C -3.914 2.151 0.313
10 C 1.309 -3.713 -4.737
11 H -1.161 -4.922 -1.030
12 N -1.139 -3.355 1.401
13 Si 2.391 -1.515 -0.304
14 H -0.021 4.108 4.516
15 H -2.427 -4.680 -2.199
16 H 4.907 -1.336 -0.074
17 O 0.086 2.648 1.926
18 H -4.667 2.713 -0.211
19 C 2.218 0.210 -3.455
20 C 2.781 4.941 -1.948
21 H 3.390 -3.805 -0.524
22 H 4.352 -0.537 -1.552
23 F -2.270 1.376 -5.964
24 C -1.587 0.940 -2.412
25 C 1.392 2.872 -1.605
26 C 1.007 4.953 -0.318
27 O 1.049 0.826 1.009
28 C -1.693 -4.666 1.719
29 C -1.285 -2.602 0.295
30 C -2.175 -4.527 -1.148
31 C -0.714 0.553 5.786
32 N 2.148 2.213 -2.436
33 H 1.701 -3.843 -1.048
34 C 0.473 -3.112 -3.826
35 H -1.767 -2.461 -1.703
36 H 2.982 0.711 -4.048
37 H 3.895 6.760 -2.138
38 H 3.344 4.403 -2.698
39 C 0.958 1.797 1.846
40 C -1.404 2.851 5.579
41 C -3.107 -4.877 1.195
42 C 2.377 -2.019 1.556
43 H 2.245 -1.155 2.212
44 F -4.913 2.496 -2.298
45 C 0.711 2.125 4.675
46 C -3.734 1.982 -2.755
47 H -2.144 3.622 5.745
48 H 1.074 -4.709 -5.095
49 H -0.411 -3.621 -3.460
50 C -2.425 1.410 -4.616
51 C 1.315 6.269 0.000
52 C 2.625 -3.253 -1.085
53 H -0.566 0.462 -4.262
54 O -0.044 -1.284 -2.443
55 H -4.371 2.333 -4.774
56 H 0.225 4.414 0.202
57 H -1.177 0.187 2.034
58 H -1.697 -4.731 2.807
59 H -4.753 2.517 2.246
60 H 3.324 -2.510 1.813
61 C 4.114 -0.709 -0.498
62 N 1.678 0.902 -2.520
63 H -0.453 -2.978 2.039
64 H -1.031 -5.461 1.356
65 C -2.887 1.529 -0.403
66 C 2.348 6.923 -0.656
67 Cl -3.134 1.173 6.829
68 H 2.938 -3.217 -2.131
69 C -2.760 1.509 -1.879
70 C -2.991 1.293 2.347
71 C -3.596 1.954 -4.125
72 H 2.510 0.089 5.118
73 H -3.593 -5.636 1.812
74 C -1.639 1.554 6.003
75 H -2.979 1.175 3.423
76 C 0.485 0.822 5.126
77 H 1.582 -2.739 1.777
78 C 1.736 4.288 -1.298
79 C -3.959 2.033 1.691
80 H 4.146 0.264 0.002
81 H 1.468 -0.707 3.944
82 H 3.585 -1.250 -5.117
83 C 2.717 -1.788 -4.751
84 C 0.747 -1.824 -3.310
85 O 0.373 2.373 -1.005
86 C -1.982 0.748 1.579
87 O 1.871 2.493 4.043
88 H 0.748 6.782 0.768
89 H -2.935 -6.374 -0.347
90 H 2.509 0.818 2.982
91 C 1.893 -1.152 -3.812
92 O -0.691 -1.525 0.243
93 H -3.671 -3.953 1.348
94 C 2.146 1.829 2.809
95 C -0.226 3.124 4.912
96 C 2.453 -3.061 -5.207
97 C -1.442 0.900 -3.799
98 H 3.107 -3.540 -5.923
99 Zr 0.167 0.239 -0.940
100 H 1.305 -1.084 5.660
101 C 1.497 -0.280 4.950
102 C 3.083 6.255 -1.629

- Orbital gap: 5.79 eV
- Total charge: -1
- Energy above the lowest of the compared OMol25 structures with the same formula, charge and spin: 1.104 eV

=====

4.
Formula: C22H24Cl2FN3O5Ta
Source: the OMol25 dataset
Level of theory: ωB97M-V with the def2-TZVPD basis set

Cartesian coordinates (Å):
1 H -4.000 -3.980 -2.409
2 Ta 0.002 1.854 1.060
3 H 2.680 -0.261 1.870
4 H -4.010 -5.577 -1.505
5 C 4.260 1.325 2.068
6 C 2.990 0.803 1.479
7 C -1.659 -1.633 -4.732
8 C -0.725 -0.006 -3.263
9 C -1.696 -2.556 -3.771
10 H -1.214 6.228 0.209
11 C -1.201 -0.387 -4.459
12 H 0.963 2.008 4.083
13 H -0.288 -4.947 -2.850
14 H -1.753 -3.249 0.658
15 H 3.376 4.058 3.711
16 H -1.692 -6.008 -3.123
17 H 3.492 0.539 4.443
18 C -0.923 4.178 0.927
19 C -1.648 -0.725 1.618
20 Cl -0.631 6.126 2.516
21 O -2.066 -1.445 2.451
22 O -1.425 3.175 1.692
23 C -3.548 -4.515 -1.569
24 H -1.255 -4.299 -5.001
25 H -3.863 -4.020 -0.628
26 O -0.964 0.522 1.886
27 C 3.130 1.548 4.225
28 H -1.447 -5.066 -0.886
29 H 2.693 3.400 0.901
30 C -1.403 -2.203 -2.438
31 O 0.050 3.826 0.204
32 C -1.416 -4.965 -2.965
33 C 3.588 3.388 2.881
34 C -1.818 -3.976 -4.071
35 H 2.987 0.802 0.397
36 H 4.430 3.818 2.283
37 C -0.965 -0.838 -2.166
38 N 4.093 2.115 3.272
39 C -2.005 -4.515 -1.689
40 C -0.934 -0.350 -0.893
41 C -1.481 5.553 0.993
42 Cl -3.216 5.702 1.077
43 H 4.908 1.894 1.372
44 F -1.201 0.470 -5.465
45 H 1.613 3.917 2.178
46 N -1.692 -3.064 -1.420
47 C -1.682 -2.545 -0.174
48 C -1.358 -1.168 0.129
49 C 2.357 3.186 1.958
50 H -1.845 -1.964 -5.733
51 C 1.744 1.386 3.558
52 H 4.746 0.466 2.435
53 O -0.260 0.903 -0.563
54 H -0.311 0.958 -3.126
55 H 1.355 0.389 3.552
56 H -2.866 -4.199 -4.396
57 H 3.091 2.163 5.127
58 N 1.912 1.757 2.080

- Orbital gap: 6.39 eV
- Total charge: +3
- Energy above the lowest of the compared OMol25 structures with the same formula, charge and spin: 1.022 eV

=====

Which of these has the highest energy above the lowest of the compared OMol25 structures with the same formula, charge and spin? H18O9